# 1
Here is C7H16MnN2O4S3 as an isolated structure in a non-equilibrium geometry from OMol25. Energies are from ωB97M-V/def2-TZVPD.

The geometry in XYZ format:
```
33
Properties=species:S:1:pos:R:3:forces:R:3
Mn 0.4369 -0.3175 -0.7525 -1.19 0.12 1.16
C -3.9880 -1.3416 0.4773 -0.46 1.44 0.38
C -2.7349 -0.6183 -0.0591 0.04 -0.44 -0.22
S -1.4427 -1.7887 -0.3961 -0.95 -0.43 0.57
C -2.7066 0.7096 -0.4439 0.89 -3.75 2.02
C -3.9747 1.2811 -0.7777 -1.12 1.83 -1.22
S -1.2222 1.5456 -0.4890 0.78 1.56 -0.39
H -3.7563 -2.2778 1.0146 0.13 0.35 -0.66
H -4.6898 -1.5081 -0.3617 -0.06 -0.29 0.45
H -4.5031 -0.6874 1.2618 0.31 -0.58 -0.98
H -3.9001 2.3743 -0.8754 -0.35 -0.14 0.25
H -4.7761 0.9615 -0.1469 -0.60 0.10 0.79
H -4.2684 0.9037 -1.7605 -0.11 0.09 -0.42
N 0.8197 -0.9521 1.3625 1.45 1.49 1.57
C 1.4099 0.1594 2.2152 0.21 -2.24 -0.99
C 2.8795 0.4277 1.7881 -0.64 0.25 1.26
C 3.1742 1.1285 0.4864 -0.50 0.05 -1.91
N 2.0533 1.1887 -0.5486 1.82 2.60 -0.65
H -0.0804 -1.2673 1.6776 -0.57 0.03 0.00
H 1.4438 -1.7494 1.4086 0.05 -0.08 -0.24
H 1.4554 -0.1615 3.2683 -0.06 0.18 -0.03
H 0.7677 1.0422 2.1604 0.17 -0.03 -0.33
H 3.5843 -0.4379 1.8647 -1.08 0.26 0.17
H 3.1272 1.0989 2.6051 0.79 0.28 0.18
H 3.9278 0.5241 -0.0228 0.11 0.19 0.03
H 3.6016 2.1272 0.6386 -0.10 -0.09 0.13
H 2.5912 1.1703 -1.4526 -0.86 -0.75 0.73
H 1.6711 2.1707 -0.6592 0.17 -1.38 0.88
O 1.9969 -1.6435 -1.2604 1.19 1.24 -2.60
S 1.9122 -1.1314 -2.7816 -4.24 -1.10 3.20
O 1.6059 -2.2989 -3.5640 0.99 -0.55 -1.37
O 0.5291 -0.3117 -2.7061 3.62 -0.51 -1.83
O 3.0557 -0.3203 -3.1711 0.18 0.29 0.08
```
Forces are in eV/Å.

The multiplicity is 6. The calculation puts the LUMO energy (spin up / spin down) at 5.2 / 5.2 eV. The net charge is -2. Its energy above the lowest of the compared OMol25 structures with the same formula, charge and spin is 0.0 kcal per mole. The value obtained for the maximum force is 0.1056 hartree/bohr.

# 2
Here is an isolated ion of composition C7H16N and charge +1 in a non-equilibrium geometry from OMol25. Energies are from ωB97M-V/def2-TZVPD.

The geometry in XYZ format:
```
24
Properties=species:S:1:pos:R:3:forces:R:3
C -0.9222 -0.9012 -2.6972 2.41 -1.63 0.07
C -0.4953 -1.7785 -1.4848 -0.16 2.70 -2.20
C 0.1768 -1.1938 -0.5048 1.57 0.06 2.33
C 0.5966 -2.0276 0.7446 -0.13 0.89 0.21
C 0.5361 0.3209 -0.4144 -2.83 0.50 -1.73
C -0.2212 1.0216 0.8101 -0.21 1.60 -2.32
C 0.2265 0.7627 2.2154 -2.37 -2.60 1.41
N 0.0090 2.6237 0.5262 0.35 -1.57 6.21
H -0.3867 0.0782 -2.6830 -1.24 -0.92 -0.54
H -1.9636 -0.9385 -2.8544 -1.39 0.73 0.17
H -0.5672 -1.4839 -3.5675 0.17 0.54 0.07
H -0.6631 -2.8195 -1.7133 -0.02 -0.31 1.05
H -0.3918 -2.4021 1.1148 1.42 -0.95 -0.22
H 1.5124 -2.6225 0.5758 -1.22 -0.91 -0.43
H 1.0166 -1.5080 1.6247 -0.58 0.54 -0.66
H 0.2033 0.8159 -1.4260 -0.34 -0.59 2.27
H 1.5447 0.6404 -0.6014 1.25 -0.60 1.27
H -1.3014 0.9767 0.6434 0.20 -0.45 0.15
H 0.1445 1.4944 2.9955 0.51 1.29 -0.23
H 1.1420 0.2501 2.1426 1.46 0.03 0.60
H -0.4638 -0.0005 2.8069 1.08 1.02 -1.87
H -0.3793 2.9144 -0.3164 -0.78 0.93 -1.78
H -0.3817 3.1186 1.4736 1.00 -1.02 -3.35
H 1.0288 2.6587 0.5895 -0.14 0.73 -0.49
```
Forces are in eV/Å.

The calculation puts the LUMO energy at -3.6 eV. The net charge is +1. Its energy above the lowest of the compared OMol25 structures with the same formula, charge and spin is 71.4 kcal per mole. The value obtained for the maximum force is 0.1247 hartree/bohr.

# 3
Here is an isolated ion of composition C7H16N and charge +1 in a non-equilibrium geometry from OMol25. Energies are from ωB97M-V/def2-TZVPD.

The geometry in XYZ format:
```
24
Properties=species:S:1:pos:R:3:forces:R:3
C -0.2758 -1.1572 -1.8828 3.23 -2.01 -1.69
C 0.5350 -2.1027 -1.2979 -4.04 4.35 2.42
C 0.4470 -2.2317 0.2001 0.07 -0.88 0.51
C -0.4648 -1.2491 0.8873 -0.55 2.76 0.97
C -0.0861 0.2512 1.2504 1.98 0.02 0.18
C -0.4537 1.4798 0.3103 0.79 -2.27 1.12
C -0.3593 2.7081 1.1755 -3.17 -0.32 2.15
N 0.6113 1.4729 -0.7794 2.25 2.30 -2.46
H -0.0560 -0.9931 -2.9329 -0.42 -0.14 -0.28
H -0.9547 -0.4511 -1.5074 -1.12 0.06 1.00
H 1.2483 -2.5675 -1.8422 1.97 -1.69 -1.66
H 1.4395 -2.3990 0.6854 -0.73 0.29 -0.33
H -0.1933 -3.0708 0.5050 0.86 -0.93 -0.73
H -0.8160 -1.6835 1.7974 0.17 -0.32 0.88
H -1.3818 -1.1695 0.3565 -0.91 -0.24 -0.80
H 1.0586 0.1749 1.2857 -1.25 0.69 0.22
H -0.3927 0.6544 2.2659 0.12 -1.35 -1.04
H -1.4796 1.2406 -0.1338 1.51 0.90 0.16
H -0.5462 3.6328 0.7550 0.60 2.02 -1.92
H 0.4359 2.7984 1.9333 -0.19 -0.50 -0.55
H -1.4005 2.7955 1.7294 2.02 -0.95 -0.32
H 0.4666 2.3591 -1.4455 0.30 -2.42 1.60
H 0.5006 0.5712 -1.3943 0.63 1.42 1.20
H 1.7380 1.6070 -0.4592 -4.10 -0.78 -0.61
```
Forces are in eV/Å.

The calculation puts the LUMO energy at -3.5 eV. The net charge is +1. Its energy above the lowest of the compared OMol25 structures with the same formula, charge and spin is 69.4 kcal per mole. The value obtained for the maximum force is 0.1246 hartree/bohr.

# 4
Here is a 2-piece molecular cluster, C7H16N2 overall from OMol25. Energies are from ωB97M-V/def2-TZVPD.

The geometry in XYZ format:
```
25
Properties=species:S:1:pos:R:3:forces:R:3
C 2.5188 0.6321 0.3413 0.03 -0.14 -0.01
C 0.8543 0.5352 -1.5488 0.69 -0.34 0.12
C 1.5257 -0.1139 -0.5186 -0.45 0.52 -0.15
N 1.7032 -2.0146 0.8663 -0.11 -0.05 0.11
N 1.0401 -1.3152 -0.1613 -0.60 0.01 0.15
H 1.8679 -2.9577 0.5384 0.01 0.08 0.01
H 2.5867 -1.6088 1.1594 -0.13 0.10 -0.15
H 2.6615 1.6462 -0.0268 -0.02 -0.03 -0.03
H 2.1831 0.6847 1.3821 -0.01 -0.02 -0.02
H -0.5012 0.5574 -0.7491 -0.50 -0.26 0.49
H 0.3898 -0.0610 -2.3239 -0.12 -0.03 0.08
H 1.1524 1.5351 -1.8351 0.00 0.03 0.06
H 3.4981 0.1424 0.3379 -0.03 0.03 0.00
C -2.5799 -0.0879 -0.9248 0.04 -0.02 0.13
C -1.5917 1.3947 0.9146 -0.03 -0.10 -0.03
C -1.4096 0.1708 0.0187 0.33 0.40 -0.48
C -0.7996 -0.9682 0.6226 0.91 -0.07 -0.31
H -2.7704 0.7825 -1.5575 0.01 -0.02 0.03
H -2.3742 -0.9388 -1.5769 0.00 0.01 0.01
H -2.4365 1.2617 1.5953 0.00 0.02 0.01
H -0.7003 1.5755 1.5184 0.01 -0.01 -0.01
H -1.7799 2.2902 0.3173 0.00 -0.03 0.01
H -3.4959 -0.3013 -0.3675 -0.01 -0.01 -0.03
H -1.1439 -1.9565 0.3519 0.02 -0.02 0.03
H -0.3984 -0.8845 1.6260 -0.03 -0.05 -0.02
```
Forces are in eV/Å.

The calculation puts the LUMO energy at 0.9 eV. The net charge is 0. Its energy above the lowest of the compared OMol25 structures with the same formula, charge and spin is 92.5 kcal per mole. The value obtained for the maximum force is 0.0188 hartree/bohr.

# 5
Here is the molecule C7H16N2 in a non-equilibrium geometry from OMol25. Energies are from ωB97M-V/def2-TZVPD.

The geometry in XYZ format:
```
25
Properties=species:S:1:pos:R:3:forces:R:3
C 1.6577 -1.7571 0.2323 0.19 -2.56 0.57
C 1.2622 -0.5590 1.0724 3.25 0.54 -3.57
C 0.7279 0.5551 0.2507 -2.94 0.46 -1.15
N -0.8400 0.3211 -0.3634 5.19 2.86 -0.44
C -0.8843 -0.0034 -1.8028 0.90 -1.12 1.74
N -1.6234 -0.2901 0.5323 -1.00 2.49 0.36
C -2.9319 0.4174 0.7622 2.26 -0.57 -2.35
C 1.6175 1.3630 -0.5950 0.29 -1.13 2.78
C 1.1922 1.9278 0.7125 0.75 -1.98 0.59
H 2.3003 -2.5041 0.9406 -1.94 1.26 -1.82
H 2.3265 -1.5859 -0.6539 -0.60 0.46 0.95
H 0.6950 -2.1959 -0.2068 1.47 -0.10 0.71
H 2.1681 -0.2683 1.5810 0.54 0.74 -0.03
H 0.6572 -0.7020 1.8455 -3.08 -1.43 3.01
H -0.8996 -1.0575 -1.9169 -0.47 -1.52 -0.23
H -1.6421 0.4109 -2.3838 -2.03 0.91 -0.32
H -0.0375 0.2391 -2.3953 1.37 0.74 0.26
H -1.5769 -1.2659 0.4536 -0.87 -1.74 0.04
H -3.2362 -0.0709 1.6004 -1.66 -0.42 2.77
H -2.8588 1.5045 0.7192 0.76 -0.17 0.98
H -3.6234 0.2663 -0.0267 -0.92 -0.74 -1.01
H 1.3500 1.7154 -1.4846 -2.10 1.94 -3.18
H 2.5931 1.1122 -0.7316 2.89 -1.26 0.21
H 1.8284 1.9367 1.6099 0.00 -0.10 -0.75
H 0.5872 2.7310 0.6636 -2.27 2.43 -0.12
```
Forces are in eV/Å.

The calculation puts the LUMO energy at 1.1 eV. The net charge is 0. Its energy above the lowest of the compared OMol25 structures with the same formula, charge and spin is 125.6 kcal per mole. The value obtained for the maximum force is 0.1156 hartree/bohr.

# 6
Here is a 2-piece molecular cluster, C7H16N2O2 overall in a non-equilibrium geometry from OMol25. Energies are from ωB97M-V/def2-TZVPD.

The geometry in XYZ format:
```
27
Properties=species:S:1:pos:R:3:forces:R:3
C 0.4098 -1.1912 2.8898 -0.11 2.60 0.95
C 0.3806 -1.0485 1.3498 0.29 -2.01 1.07
N 1.5260 -0.3172 0.8431 -0.97 -0.18 -0.32
C 2.8328 -0.9142 1.1281 -0.88 0.44 0.67
C 1.4478 0.8896 0.2376 0.08 0.82 -1.66
C 0.1058 1.5977 0.0190 0.89 -0.94 -0.09
O 2.4180 1.3888 -0.3301 0.41 -0.28 0.73
H 1.1157 -0.4466 3.2738 0.66 -0.24 -0.24
H 0.7012 -2.1170 3.3829 -0.46 -0.20 -0.46
H -0.4414 -0.6692 3.3706 -0.36 -1.16 -0.28
H 0.4887 -2.0819 1.0110 0.13 -0.09 -0.43
H -0.6232 -0.8141 0.9972 0.45 0.94 -0.15
H 2.7055 -1.9750 1.3232 -0.13 -0.09 0.08
H 3.5163 -0.8098 0.3037 0.25 0.44 -0.12
H 3.1409 -0.4157 2.0556 0.80 -0.35 -0.33
H 0.3319 2.3430 -0.7307 0.02 0.30 0.02
H -0.5520 0.8810 -0.4909 -0.03 0.70 1.21
H -0.2281 2.1066 0.9237 -0.53 -0.41 -0.09
C -3.2396 -0.8078 -1.0148 0.56 -0.05 -0.34
C -2.2373 0.1294 -1.6772 0.17 -0.59 1.24
N -1.0965 -0.4987 -2.0979 -0.49 0.00 -0.23
O -2.3617 1.3301 -1.5884 -0.14 0.10 -0.75
H -3.0568 -0.7930 0.0621 -0.20 0.49 0.00
H -3.0529 -1.8559 -1.2650 -0.51 0.11 -0.42
H -4.2202 -0.4136 -1.2683 -0.17 -0.47 0.23
H -0.3222 0.0379 -2.4444 0.07 0.03 -0.21
H -1.0978 -1.4996 -2.1853 0.20 0.11 -0.09
```
Forces are in eV/Å.

The calculation puts the LUMO energy at 0.6 eV. The net charge is 0. Its energy above the lowest of the compared OMol25 structures with the same formula, charge and spin is 12.4 kcal per mole. The value obtained for the maximum force is 0.0539 hartree/bohr.